DFT (ωB97M-V with the def2-TZVPD basis set) results for a structure of composition C32H25N5O3PS2Ti in a non-equilibrium geometry.

Output
**Orbital gap (spin up / spin down)**: 5.39 / 6.87 eV
**Lowest unoccupied orbital energy (spin up / spin down)**: 2.5 / 2.5 eV
**Largest force on an atom**: 0.0418 Eh/bohr
**Relative energy (zero: lowest compared OMol25 entry of this formula, charge and spin)**: 13.5 kcal/mol

Structure (ORCA input):
```
! RIJCOSX wB97M-V def2-TZVPD def2/J DEFGRID3
* xyz -1 3
Ti -0.101 0.378 -0.112
N 1.099 -0.840 3.844
C 1.167 -0.299 2.580
S 1.522 -1.363 1.262
N 1.025 0.981 2.460
N 0.928 1.424 1.170
C 1.328 2.668 0.881
C 2.099 3.498 1.818
C 3.162 2.940 2.538
C 3.905 3.709 3.414
C 3.606 5.055 3.596
C 2.558 5.620 2.886
C 1.813 4.851 2.004
C 1.042 3.038 -0.461
C 1.609 4.128 -1.150
C 1.374 4.276 -2.492
C 0.535 3.357 -3.147
C 0.002 2.322 -2.423
N 0.244 2.136 -1.116
H 1.511 -1.752 3.922
H 1.216 -0.209 4.623
H 3.399 1.897 2.381
H 4.730 3.260 3.954
H 4.184 5.659 4.284
H 2.312 6.667 3.020
H 0.984 5.297 1.466
H 2.256 4.813 -0.620
H 1.839 5.081 -3.047
H 0.335 3.438 -4.206
H -0.646 1.591 -2.888
O -1.994 0.529 -1.053
S -2.698 0.608 0.255
O -3.467 1.803 0.452
O -1.674 0.343 1.294
C -3.758 -0.804 0.241
C -5.118 -0.737 0.475
C -5.878 -1.891 0.402
C -5.263 -3.102 0.086
C -3.901 -3.160 -0.140
C -3.118 -2.007 -0.076
P -1.290 -2.037 -0.247
C -1.058 -2.823 -1.881
C -2.054 -2.860 -2.854
C -1.784 -3.374 -4.114
C -0.515 -3.843 -4.417
C 0.489 -3.786 -3.460
C 0.225 -3.271 -2.203
C -1.035 -3.433 0.920
C -1.215 -3.121 2.270
C -1.054 -4.089 3.243
C -0.697 -5.384 2.884
C -0.540 -5.705 1.546
C -0.718 -4.737 0.565
H -5.565 0.221 0.709
H -6.944 -1.858 0.582
H -5.863 -4.002 0.022
H -3.424 -4.103 -0.377
H -3.038 -2.469 -2.631
H -2.568 -3.405 -4.862
H -0.304 -4.230 -5.406
H 1.486 -4.128 -3.705
H 1.019 -3.182 -1.471
H -1.463 -2.102 2.543
H -1.183 -3.838 4.289
H -0.543 -6.137 3.648
H -0.275 -6.717 1.262
H -0.593 -5.002 -0.477
N 2.088 -0.506 -2.271
C 1.261 -0.245 -1.497
*
```

Atomic partial charges in e from the natural (NBO) method, atoms 1 to 4: Ti 0.98; N -0.83; C 0.27; S -0.30

=====

DFT (ωB97M-V with the def2-TZVPD basis set) results for an isolated molecule of C4H7N3O in a non-equilibrium geometry.

Output
**Orbital gap (spin up / spin down)**: 8.32 / 8.32 eV
**Lowest unoccupied orbital energy (spin up / spin down)**: -0.8 / -0.9 eV
**SMILES string**: C[C@H](C(N)=O)N1C=N1
**Largest force on an atom**: 0.1540 Eh/bohr
**Relative energy (zero: lowest compared OMol25 entry of this formula, charge and spin)**: 104.7 kcal/mol

Structure (ORCA input):
```
! RIJCOSX wB97M-V def2-TZVPD def2/J DEFGRID3
* xyz 0 1
C 1.645 -0.539 -0.251
C -0.715 -1.228 0.162
N -1.799 -0.883 -0.596
C 0.132 2.324 0.447
C 0.333 -0.128 0.407
N -1.040 1.802 0.562
N -0.103 1.154 -0.172
O -0.593 -2.375 0.588
H -2.559 -1.546 -0.659
H -2.011 0.111 -0.664
H 0.287 3.288 -0.053
H 0.471 -0.043 1.493
H 2.415 0.228 -0.107
H 2.018 -1.478 0.170
H 1.519 -0.687 -1.329
*
```

Atomic partial charges in e from the natural (NBO) method, atoms 1 to 4: C -0.61; C 0.67; N -0.82; C 0.12

=====

DFT (ωB97M-V with the def2-TZVPD basis set) results for a cluster of 4 separate species, CH11N3O3 in total in a non-equilibrium geometry.

Output
**Orbital gap**: 9.48 eV
**Lowest unoccupied orbital energy**: 0.4 eV
**SMILES string**: N=C(N)N.O.O.O
**Largest force on an atom**: 0.1114 Eh/bohr
**Relative energy (zero: lowest compared OMol25 entry of this formula, charge and spin)**: 46.7 kcal/mol

Structure (ORCA input):
```
! RIJCOSX wB97M-V def2-TZVPD def2/J DEFGRID3
* xyz 0 1
N -0.579 1.021 0.498
C -0.689 0.411 1.737
N -0.166 1.152 2.840
N -1.473 -0.582 1.631
H -0.187 1.913 0.296
H -0.988 0.616 -0.245
H -0.275 1.048 3.839
H 0.740 1.637 2.576
H -1.540 -0.901 2.697
H 1.862 -0.510 -1.729
H 1.128 -1.443 -2.745
O 1.814 -0.735 -2.721
H 1.743 2.345 -2.991
H 0.760 1.912 -3.897
O 0.805 2.270 -2.988
H -0.869 -3.195 -0.495
H -0.129 -2.514 0.687
O -0.442 -3.349 0.308
*
```

Atomic partial charges in e from the natural (NBO) method, atoms 1 to 4: N -0.83; C 0.56; N -0.87; N -0.75

=====

DFT (ωB97M-V with the def2-TZVPD basis set) results for a cluster of 8 separate species, C21H60NO21S7 in total in a non-equilibrium geometry.

Output
**Orbital gap (spin up / spin down)**: 10.66 / 3.40 eV
**Lowest unoccupied orbital energy (spin up / spin down)**: -4.3 / -11.5 eV
**Largest force on an atom**: 0.0948 Eh/bohr

Structure (ORCA input):
```
! RIJCOSX wB97M-V def2-TZVPD def2/J DEFGRID3
* xyz 2 2
N 0.530 -0.028 -0.623
H 0.040 -0.909 -0.681
H 1.049 0.070 0.238
H -0.151 0.708 -0.744
H 1.167 0.019 -1.405
O 0.455 4.302 2.427
S 0.105 4.525 0.987
O 0.392 3.476 0.015
O -1.486 5.069 0.929
C -1.870 6.257 1.599
C -3.434 6.344 1.429
C 1.021 6.060 0.482
H -1.409 7.153 1.185
H -1.544 6.161 2.635
H -3.908 5.368 1.536
H -3.636 6.834 0.476
H -3.757 7.089 2.156
H 0.676 6.266 -0.531
H 2.063 5.738 0.488
H 0.841 6.762 1.296
O 1.443 -2.805 -1.169
S 2.846 -2.663 -0.709
O 3.486 -1.366 -0.591
O 3.009 -3.379 0.743
C 1.795 -3.577 1.431
C 2.124 -3.820 2.864
C 3.832 -3.826 -1.712
H 1.221 -4.430 1.068
H 1.297 -2.607 1.437
H 1.216 -3.967 3.448
H 2.719 -3.049 3.355
H 2.644 -4.772 2.969
H 3.185 -4.686 -1.884
H 4.721 -3.937 -1.090
H 4.087 -3.341 -2.654
O -2.660 -0.003 3.766
S -1.496 -0.671 3.232
O -0.737 -0.140 2.079
O -0.360 -0.947 4.449
C -0.787 -1.188 5.762
C 0.432 -1.699 6.507
C -1.882 -2.401 2.826
H -1.623 -1.880 5.860
H -1.204 -0.311 6.256
H 1.147 -0.909 6.736
H 0.940 -2.430 5.878
H 0.269 -2.184 7.470
H -2.172 -2.892 3.754
H -1.100 -2.859 2.219
H -2.670 -2.444 2.074
O -3.750 0.899 -1.061
S -2.816 1.709 -1.869
O -1.356 1.699 -1.613
O -3.083 1.417 -3.462
C -2.280 2.087 -4.373
C -2.879 1.995 -5.749
C -3.522 3.418 -1.780
H -1.364 1.501 -4.297
H -2.121 3.138 -4.134
H -3.513 2.826 -6.057
H -3.530 1.125 -5.842
H -2.138 1.950 -6.547
H -2.820 4.110 -2.247
H -3.702 3.762 -0.762
H -4.463 3.431 -2.330
O 1.077 1.584 -5.160
S 1.419 0.414 -4.364
O 1.622 0.540 -2.900
O 0.343 -0.883 -4.618
C -0.118 -1.177 -5.943
C -1.477 -1.855 -5.743
C 2.875 -0.398 -5.215
H 0.554 -1.917 -6.378
H -0.227 -0.251 -6.507
H -2.004 -2.044 -6.678
H -2.238 -1.201 -5.315
H -1.334 -2.764 -5.158
H 3.724 0.283 -5.155
H 2.480 -0.534 -6.222
H 3.127 -1.351 -4.750
O 2.297 0.080 1.863
S 2.891 0.607 3.114
O 3.669 -0.261 3.920
O 3.838 1.902 2.756
C 3.345 3.174 2.283
C 4.451 4.179 1.900
C 1.472 1.517 4.090
H 2.685 3.579 3.050
H 2.633 2.986 1.479
H 5.279 4.017 2.590
H 3.996 5.169 1.876
H 4.911 4.087 0.916
H 0.727 1.984 3.445
H 1.913 2.278 4.735
H 1.120 0.736 4.764
O -3.294 -3.571 -0.236
S -1.922 -3.365 -0.672
O -1.326 -2.031 -0.548
O -1.021 -4.366 0.278
C -1.282 -5.736 0.602
C -1.693 -5.794 2.074
C -1.584 -4.167 -2.329
H -0.470 -6.441 0.423
H -2.122 -6.153 0.047
H -0.878 -5.384 2.671
H -1.798 -6.791 2.500
H -2.585 -5.194 2.256
H -0.738 -3.539 -2.604
H -2.384 -3.845 -2.996
H -1.487 -5.252 -2.288
*
```

Atomic partial charges in e from the Löwdin method, atoms 1 to 4: N 0.29; H 0.05; H 0.07; H 0.06